1.
Formula: C6H24BaO6
Source: the OMol25 dataset
Level of theory: the ωB97M-V functional and the def2-TZVPD basis

Values from the calculation:
**Relative energy (zero: lowest compared OMol25 entry of this formula, charge and spin)**: 653.9 kJ/mol
**E_LUMO**: -9.135 eV
**HOMO-LUMO gap**: 5.51 eV
**HOMO**: -14.65 eV
**Charge**: +2
**2S+1**: 1

Each line ends with the Mulliken charge.
Element x y z (Å)
Ba: -1.19 -0.36 -1.81  2.00
C: -5.84 1.03 2.96  -0.55
O: -4.52 1.02 2.52  -0.50
H: -6.29 1.97 3.27  0.27
H: -6.47 0.58 2.19  0.20
H: -5.97 0.38 3.84  0.26
H: -4.08 1.70 3.03  0.31
C: 0.27 5.90 -0.71  -0.50
O: -0.91 5.10 -0.72  -0.53
H: 0.61 6.04 -1.73  0.24
H: 0.05 6.92 -0.37  0.26
H: 1.08 5.43 -0.14  0.20
H: -1.68 5.67 -0.66  0.32
C: 2.86 2.38 -5.70  -0.50
O: 2.93 1.89 -4.35  -0.53
H: 3.86 2.47 -6.12  0.25
H: 2.34 1.64 -6.30  0.20
H: 2.39 3.36 -5.82  0.26
H: 3.65 2.30 -3.87  0.32
C: 4.90 -3.02 -1.52  -0.59
O: 3.50 -3.22 -1.39  -0.52
H: 5.48 -3.94 -1.66  0.28
H: 5.18 -2.45 -2.41  0.23
H: 5.31 -2.30 -0.81  0.27
H: 3.37 -3.95 -0.77  0.32
C: 1.96 -1.05 3.63  -0.53
O: 1.91 0.01 2.67  -0.52
H: 1.78 -0.51 4.56  0.26
H: 1.18 -1.81 3.56  0.22
H: 2.94 -1.51 3.75  0.25
H: 2.42 0.73 3.06  0.32
C: -4.18 -5.39 1.43  -0.52
O: -2.95 -4.89 0.82  -0.52
H: -4.93 -4.62 1.56  0.21
H: -4.69 -6.05 0.73  0.26
H: -3.93 -5.82 2.40  0.25
H: -2.35 -5.63 0.90  0.32

---

2.
Formula: C6H24CrO6
Source: the OMol25 dataset
Level of theory: the ωB97M-V functional and the def2-TZVPD basis

Values from the calculation:
**Expectation value of S²**: 6.00
**Relative energy (zero: lowest compared OMol25 entry of this formula, charge and spin)**: 15.1 kJ/mol
**E_LUMO (alpha / beta)**: -5.846 / -5.846 eV
**HOMO-LUMO gap (alpha / beta)**: 8.59 / 12.35 eV
**HOMO (alpha / beta)**: -14.44 / -18.20 eV
**Charge**: +2
**2S+1**: 5

Each line ends with the Mulliken charge.
Element x y z (Å)
Cr: 2.17 3.22 -3.51  0.47
C: 2.46 4.83 -1.01  -0.68
O: 3.25 4.31 -2.09  -0.23
H: 2.31 4.04 -0.26  0.27
H: 1.43 5.16 -1.29  0.17
H: 3.00 5.61 -0.53  0.40
H: 4.18 4.27 -1.77  0.31
C: 5.02 3.42 -4.32  -0.92
O: 3.73 3.32 -4.83  -0.21
H: 5.75 3.14 -5.06  0.35
H: 5.38 2.81 -3.46  0.28
H: 5.15 4.46 -4.12  0.36
H: 3.79 3.46 -5.79  0.28
C: -0.53 3.39 -1.45  -0.98
O: 0.56 2.73 -2.17  -0.18
H: -1.47 3.04 -1.84  0.35
H: -0.56 4.46 -1.48  0.43
H: -0.34 3.04 -0.42  0.34
H: 0.44 1.79 -1.93  0.25
C: 3.33 0.46 -3.81  -0.65
O: 3.03 1.45 -2.82  -0.14
H: 2.90 -0.51 -3.48  0.35
H: 4.39 0.22 -3.89  0.32
H: 2.93 0.68 -4.79  0.20
H: 3.17 1.10 -1.92  0.29
C: -0.33 2.34 -4.97  -0.76
O: 1.07 2.30 -4.98  -0.21
H: -0.81 3.14 -4.41  0.18
H: -0.80 1.45 -4.64  0.36
H: -0.73 2.43 -5.99  0.37
H: 1.23 1.83 -5.83  0.30
C: 1.85 5.86 -4.80  -0.76
O: 1.23 5.01 -3.89  -0.03
H: 1.69 6.91 -4.56  0.32
H: 1.56 5.58 -5.80  0.34
H: 2.91 5.71 -4.75  0.20
H: 0.28 5.30 -3.91  0.28

---

3.
Formula: C6H24F6NO4P
Source: the OMol25 dataset
Level of theory: the ωB97M-V functional and the def2-TZVPD basis

Values from the calculation:
**E_LUMO**: -0.293 eV
**HOMO-LUMO gap**: 9.76 eV
**HOMO**: -10.05 eV
**2S+1**: 1

Each line ends with the Mulliken charge.
Element x y z (Å)
N: -0.26 1.42 -0.30  0.11
H: -1.04 0.78 -0.41  0.21
H: -0.08 1.68 0.65  0.43
H: -0.50 2.31 -0.73  0.34
H: 0.52 0.95 -0.73  0.22
P: -3.72 0.51 -0.05  1.13
F: -4.77 -0.10 -1.16  -0.38
F: -3.78 -0.90 0.76  -0.37
F: -2.52 -0.14 -0.91  -0.42
F: -2.60 0.98 1.05  -0.38
F: -3.52 1.85 -0.92  -0.34
F: -4.96 1.20 0.77  -0.36
C: 1.65 -0.98 1.71  -0.61
C: 1.11 -1.82 2.89  0.26
C: -0.12 -1.24 3.60  -1.13
O: 0.78 -3.03 2.32  -0.57
H: 1.03 -1.03 0.82  -0.15
H: 2.67 -1.25 1.45  0.34
H: 1.71 0.04 2.07  0.27
H: 1.84 -1.94 3.69  0.33
H: 0.08 -0.25 4.02  0.32
H: -0.39 -1.91 4.42  0.34
H: -1.00 -1.17 2.96  0.22
H: -0.01 -2.93 1.78  0.37
C: 2.79 -1.41 -3.13  -1.37
C: 1.41 -0.75 -2.87  0.55
C: 0.46 -1.73 -2.20  -1.10
O: 1.51 0.28 -1.90  -0.52
H: 3.48 -0.69 -3.58  0.37
H: 2.75 -2.39 -3.60  0.37
H: 3.18 -1.54 -2.12  0.37
H: 0.98 -0.43 -3.82  0.19
H: 0.91 -2.15 -1.30  0.25
H: 0.29 -2.57 -2.88  0.44
H: -0.46 -1.23 -1.91  0.16
H: 2.38 0.68 -1.99  0.21
O: 0.72 2.81 2.08  -0.62
H: 0.63 2.82 3.03  0.31
H: 0.50 3.70 1.80  0.26
O: -1.04 3.63 -1.52  -0.62
H: -1.03 3.53 -2.47  0.28
H: -1.60 4.39 -1.37  0.29

---

4.
Formula: C6H24FN12O6Tl
Source: the OMol25 dataset
Level of theory: the ωB97M-V functional and the def2-TZVPD basis

Values from the calculation:
**Relative energy (zero: lowest compared OMol25 entry of this formula, charge and spin)**: 0.0 kJ/mol
**E_LUMO**: -10.967 eV
**HOMO-LUMO gap**: 3.96 eV
**HOMO**: -14.92 eV
**Charge**: +2
**2S+1**: 1

Each line ends with the Mulliken charge.
Element x y z (Å)
Tl: -15.86 -18.85 23.25  1.64
F: -17.80 -17.11 22.44  -0.48
C: -11.92 -18.81 23.02  0.60
O: -13.07 -18.46 22.79  -0.37
N: -11.45 -19.03 24.30  -0.54
N: -10.99 -19.06 22.07  -0.39
H: -10.49 -18.72 24.40  0.28
H: -12.13 -18.73 24.99  0.11
H: -11.27 -18.83 21.13  0.25
H: -10.08 -19.44 22.22  0.19
C: -15.10 -16.93 19.89  0.66
O: -15.03 -17.90 20.65  -0.50
N: -14.78 -17.01 18.57  -0.47
N: -15.17 -15.68 20.42  -0.37
H: -14.31 -17.87 18.37  0.25
H: -14.63 -16.14 18.10  0.19
H: -15.35 -15.51 21.39  0.20
H: -14.84 -14.94 19.82  0.18
C: -17.87 -19.85 19.92  0.57
O: -17.23 -19.91 20.98  -0.44
N: -17.39 -20.28 18.73  -0.45
N: -19.09 -19.26 19.85  -0.41
H: -16.45 -20.65 18.78  0.25
H: -18.08 -20.75 18.17  0.23
H: -19.55 -19.10 18.97  0.19
H: -19.50 -19.04 20.74  0.23
C: -16.31 -22.96 23.04  0.60
O: -16.30 -21.77 23.35  -0.49
N: -17.44 -23.72 22.99  -0.42
N: -15.16 -23.62 22.77  -0.34
H: -17.34 -24.71 22.83  0.18
H: -18.28 -23.23 22.73  0.27
H: -15.15 -24.63 22.72  0.18
H: -14.28 -23.13 22.85  0.21
C: -14.08 -17.30 26.55  0.59
O: -14.31 -17.96 25.52  -0.53
N: -13.08 -16.41 26.69  -0.33
N: -14.92 -17.34 27.62  -0.44
H: -12.30 -16.36 26.05  0.22
H: -13.08 -15.79 27.48  0.17
H: -15.62 -18.05 27.55  0.22
H: -14.57 -16.95 28.48  0.20
C: -13.62 -21.68 25.27  0.41
O: -14.15 -20.88 24.49  -0.42
N: -14.35 -22.55 26.00  -0.38
N: -12.27 -21.80 25.39  -0.43
H: -13.95 -23.06 26.77  0.19
H: -15.35 -22.42 26.02  0.24
H: -11.94 -22.15 26.27  0.22
H: -11.75 -21.15 24.82  0.27

---

5.
Formula: C6H24KN12O6
Source: the OMol25 dataset
Level of theory: the ωB97M-V functional and the def2-TZVPD basis

Values from the calculation:
**Relative energy (zero: lowest compared OMol25 entry of this formula, charge and spin)**: 173.5 kJ/mol
**E_LUMO**: -2.146 eV
**HOMO-LUMO gap**: 9.53 eV
**HOMO**: -11.67 eV
**Charge**: +1
**2S+1**: 1

Each line ends with the Mulliken charge.
Element x y z (Å)
K: 0.47 -0.48 0.17  0.89
C: 2.84 2.20 -1.63  0.56
O: 1.99 1.32 -1.55  -0.61
N: 3.02 2.88 -2.77  -0.46
N: 3.74 2.45 -0.67  -0.43
H: 3.94 3.15 -3.06  0.24
H: 2.43 2.57 -3.53  0.25
H: 3.64 1.86 0.14  0.20
H: 4.08 3.39 -0.57  0.21
C: -1.84 -3.09 1.25  0.58
O: -1.76 -1.88 0.96  -0.59
N: -2.78 -3.95 0.82  -0.45
N: -1.19 -3.58 2.31  -0.36
H: -3.32 -3.55 0.07  0.22
H: -2.87 -4.88 1.19  0.16
H: -0.90 -2.85 2.95  0.17
H: -1.09 -4.56 2.51  0.18
C: 0.41 -0.68 3.92  0.62
O: 1.11 -0.93 2.94  -0.60
N: -0.56 0.24 3.91  -0.39
N: 0.59 -1.18 5.17  -0.44
H: -0.84 0.48 2.96  0.26
H: -1.27 0.09 4.61  0.28
H: 1.29 -1.90 5.23  0.26
H: 0.09 -0.75 5.93  0.18
C: 3.93 -1.57 -2.95  0.50
O: 3.80 -1.09 -4.06  -0.61
N: 3.14 -1.35 -1.87  -0.24
N: 4.90 -2.46 -2.66  -0.43
H: 2.52 -0.55 -1.95  0.19
H: 3.26 -1.65 -0.92  0.19
H: 5.41 -2.87 -3.43  0.26
H: 4.69 -3.07 -1.89  0.19
C: -1.90 1.69 -2.47  0.67
O: -1.32 0.86 -1.79  -0.47
N: -3.14 1.50 -2.99  -0.43
N: -1.61 3.00 -2.50  -0.44
H: -3.75 0.74 -2.76  0.20
H: -3.33 2.17 -3.71  0.14
H: -2.09 3.63 -3.12  0.15
H: -0.76 3.20 -2.00  0.22
C: -2.63 1.41 1.16  0.52
O: -1.41 1.32 1.42  -0.79
N: -3.32 2.50 1.18  -0.42
N: -3.31 0.40 0.60  -0.20
H: -2.86 3.34 1.48  0.26
H: -4.31 2.58 1.00  0.15
H: -4.30 0.37 0.46  0.20
H: -2.85 -0.50 0.52  0.26

---

6.
Formula: C6H24N12O6
Source: the OMol25 dataset
Level of theory: the ωB97M-V functional and the def2-TZVPD basis

Values from the calculation:
**Relative energy (zero: lowest compared OMol25 entry of this formula, charge and spin)**: 249.4 kJ/mol
**E_LUMO**: -0.121 eV
**HOMO-LUMO gap**: 9.54 eV
**SMILES string**: NC(N)=O.NC(N)=O.NC(N)=O.NC(N)=O.NC(N)=O.NC(N)=O
**HOMO**: -9.66 eV
**2S+1**: 1

Each line ends with the Mulliken charge.
Element x y z (Å)
C: 0.96 -4.59 3.09  0.53
O: 2.07 -4.07 3.17  -0.60
N: 0.77 -5.92 3.20  -0.49
N: -0.18 -3.90 2.85  -0.33
H: 0.20 -6.43 2.55  0.21
H: 1.60 -6.45 3.44  0.26
H: -1.11 -4.26 2.95  0.18
H: -0.10 -2.94 2.56  0.31
C: 0.66 3.35 3.04  0.60
O: -0.40 3.90 3.40  -0.69
N: 1.84 3.83 3.50  -0.40
N: 0.68 2.38 2.10  -0.18
H: 2.62 3.21 3.38  0.20
H: 1.81 4.66 4.05  0.23
H: 1.57 2.03 1.81  0.14
H: -0.19 1.88 2.12  0.11
C: -1.02 -0.70 -4.00  0.62
O: -1.69 -1.71 -3.81  -0.64
N: -0.90 0.26 -3.03  -0.23
N: -0.25 -0.45 -5.10  -0.41
H: -0.23 0.99 -3.17  0.13
H: -1.63 0.24 -2.33  0.14
H: -0.29 -1.04 -5.91  0.24
H: 0.07 0.49 -5.22  0.18
C: 2.68 2.98 -1.58  0.55
O: 2.16 4.04 -1.95  -0.64
N: 3.98 2.66 -1.97  -0.52
N: 1.97 1.98 -1.01  -0.24
H: 4.44 3.46 -2.35  0.26
H: 3.86 1.79 -2.48  0.24
H: 2.45 1.26 -0.51  0.20
H: 1.01 2.23 -0.85  0.14
C: -3.96 0.60 -1.44  0.68
O: -4.25 1.63 -2.04  -0.63
N: -4.75 -0.50 -1.52  -0.35
N: -2.85 0.49 -0.66  -0.37
H: -4.47 -1.16 -0.81  0.18
H: -5.51 -0.60 -2.15  0.21
H: -2.44 1.31 -0.25  0.09
H: -2.59 -0.37 -0.22  0.13
C: 0.62 -0.91 1.22  0.66
O: 1.59 -0.92 1.97  -0.62
N: -0.65 -0.68 1.67  -0.48
N: 0.65 -1.05 -0.13  -0.30
H: -1.43 -0.54 1.06  0.16
H: -0.81 -0.42 2.63  0.21
H: 1.54 -1.32 -0.52  0.22
H: -0.09 -0.71 -0.72  0.09

---

7.
Formula: C6H24N12O6
Source: the OMol25 dataset
Level of theory: the ωB97M-V functional and the def2-TZVPD basis

Values from the calculation:
**Relative energy (zero: lowest compared OMol25 entry of this formula, charge and spin)**: 343.2 kJ/mol
**E_LUMO**: -0.300 eV
**HOMO-LUMO gap**: 9.35 eV
**SMILES string**: NC(N)=O.NC(N)=O.NC(N)=O.NC(N)=O.NC(N)=O.NC(N)=O
**HOMO**: -9.65 eV
**2S+1**: 1

Each line ends with the Mulliken charge.
Element x y z (Å)
C: -2.27 -2.44 1.17  0.64
O: -2.72 -3.27 0.41  -0.60
N: -1.57 -1.38 0.69  -0.26
N: -2.09 -2.54 2.53  -0.35
H: -1.47 -0.64 1.36  0.10
H: -1.44 -1.29 -0.31  0.13
H: -2.01 -1.75 3.15  0.16
H: -2.19 -3.39 3.06  0.19
C: 0.45 4.89 -3.63  0.63
O: 0.36 5.75 -2.75  -0.66
N: -0.41 4.67 -4.63  -0.38
N: 1.49 4.03 -3.71  -0.45
H: -1.18 5.30 -4.75  0.22
H: -0.31 3.79 -5.11  0.20
H: 1.72 3.41 -4.46  0.18
H: 2.15 4.00 -2.95  0.24
C: 1.88 -1.21 3.77  0.60
O: 3.04 -1.58 3.77  -0.61
N: 1.34 -0.56 2.71  -0.35
N: 0.81 -1.48 4.60  -0.40
H: 1.98 -0.41 1.95  0.33
H: 0.54 0.01 2.91  0.17
H: 0.81 -2.07 5.42  0.23
H: -0.15 -1.31 4.38  0.06
C: 1.48 -4.22 1.67  0.66
O: 0.52 -4.50 0.98  -0.58
N: 1.79 -4.93 2.79  -0.39
N: 2.44 -3.29 1.36  -0.38
H: 2.58 -4.49 3.25  0.17
H: 1.24 -5.65 3.21  0.20
H: 2.08 -2.38 1.16  -0.01
H: 3.27 -3.17 1.92  0.32
C: -2.78 1.81 -2.39  0.63
O: -2.12 0.89 -2.87  -0.61
N: -4.13 1.85 -2.29  -0.46
N: -2.19 2.99 -2.04  -0.29
H: -4.55 1.01 -2.63  0.26
H: -4.51 2.36 -1.51  0.20
H: -1.20 2.95 -2.20  0.11
H: -2.73 3.61 -1.46  0.17
C: 1.53 0.42 -1.46  0.60
O: 2.15 -0.14 -2.36  -0.67
N: 1.41 -0.25 -0.28  -0.07
N: 0.98 1.64 -1.54  -0.25
H: 1.10 0.22 0.54  0.06
H: 1.41 -1.26 -0.27  -0.02
H: 0.96 2.01 -2.47  0.15
H: 0.54 2.00 -0.71  0.20

---

8.
Formula: C6H24N12O6
Source: the OMol25 dataset
Level of theory: the ωB97M-V functional and the def2-TZVPD basis

Values from the calculation:
**Relative energy (zero: lowest compared OMol25 entry of this formula, charge and spin)**: 680.9 kJ/mol
**E_LUMO**: 0.240 eV
**HOMO-LUMO gap**: 9.00 eV
**SMILES string**: NC(N)=O.NC(N)=O.NC(N)=O.NC(N)=O.NC(N)=O.NC(N)=O
**HOMO**: -8.76 eV
**2S+1**: 1

Each line ends with the Mulliken charge.
Element x y z (Å)
C: 22.44 -3.67 -6.75  0.73
O: 23.50 -3.61 -7.43  -0.69
N: 22.42 -4.20 -5.60  -0.24
N: 21.32 -3.07 -7.07  -0.38
H: 21.53 -4.05 -5.15  0.05
H: 23.18 -4.62 -5.09  0.17
H: 20.48 -3.42 -6.62  0.16
H: 21.33 -2.32 -7.74  0.19
C: 16.63 -5.92 -7.79  0.71
O: 16.43 -6.97 -7.22  -0.70
N: 17.14 -5.80 -8.93  -0.39
N: 16.24 -4.83 -7.20  -0.43
H: 17.34 -6.72 -9.30  0.25
H: 17.00 -4.92 -9.41  0.20
H: 15.61 -4.98 -6.43  0.21
H: 16.35 -3.88 -7.52  0.16
C: 26.00 -6.78 -3.72  0.60
O: 26.19 -6.71 -4.92  -0.64
N: 24.91 -7.29 -3.16  -0.41
N: 26.87 -6.41 -2.87  -0.33
H: 24.32 -7.81 -3.79  0.21
H: 24.49 -7.01 -2.28  0.19
H: 27.86 -6.53 -3.01  0.23
H: 26.55 -6.42 -1.91  0.17
C: 18.16 -4.74 -2.59  0.64
O: 18.79 -3.98 -3.24  -0.62
N: 18.57 -5.96 -2.33  -0.39
N: 16.94 -4.57 -2.13  -0.44
H: 19.22 -6.28 -3.03  0.22
H: 18.06 -6.68 -1.82  0.19
H: 16.62 -3.62 -2.18  0.22
H: 16.26 -5.27 -1.87  0.18
C: 25.29 1.27 -8.82  0.55
O: 26.03 0.38 -8.61  -0.65
N: 24.11 1.30 -8.63  -0.24
N: 25.62 2.23 -9.55  -0.43
H: 23.51 0.73 -8.05  0.20
H: 23.63 2.09 -9.04  0.14
H: 26.63 2.26 -9.60  0.26
H: 25.01 3.00 -9.32  0.18
C: 22.60 -4.67 0.93  0.59
O: 22.94 -5.72 0.51  -0.59
N: 22.51 -4.24 2.21  -0.40
N: 22.37 -3.64 0.08  -0.44
H: 22.42 -3.25 2.37  0.19
H: 22.85 -4.75 3.01  0.22
H: 22.56 -3.74 -0.90  0.21
H: 21.62 -3.07 0.44  0.21

---

What are the strongest force on any atom values for these records? In order: 2.16, 2.86, 2.31, 2.97, 4.40, 3.88, 2.92, 15.10 eV Å⁻¹.